# C20H20BN10NiS2

A structure of composition C20H20BN10NiS2 (the ωB97M-V functional and the def2-TZVPD basis, the Open Molecules 2025 dataset).

CARTESIAN COORDINATES (ANGSTROEM)
Ni  0.64  -0.51  1.37
S  1.99  -0.98  3.12
S  2.37  -1.96  0.46
N  0.40  1.23  -0.78
N  -0.67  -1.53  0.28
N  5.10  -4.48  0.95
N  -0.95  0.73  1.68
N  5.13  -2.53  4.76
N  -1.12  -0.83  -0.77
N  -1.74  1.22  -2.03
N  1.27  0.93  0.20
N  -1.19  0.78  -3.18
N  -1.63  1.16  0.60
C  2.24  2.40  -1.14
C  4.01  -2.75  2.48
C  2.93  -1.99  2.08
C  -1.76  -1.67  -1.61
C  4.61  -2.64  3.74
C  -1.85  1.31  -4.19
C  -1.01  -2.81  0.13
C  -2.67  1.90  1.00
C  -1.71  -2.94  -1.08
C  -1.56  1.20  2.77
C  -0.68  -3.82  1.17
C  2.39  1.63  0.01
C  4.61  -3.69  1.61
C  3.54  1.57  0.95
C  0.97  2.13  -1.60
C  -2.88  2.13  -3.70
C  -1.05  0.89  4.13
C  -2.77  2.05  -2.33
C  -2.67  1.96  2.37
C  -1.48  1.02  -5.60
B  -1.07  0.72  -0.78
H  -2.12  -3.84  -1.49
H  0.20  -3.49  1.72
H  -3.59  2.70  -4.27
H  -3.37  2.34  0.32
H  -0.03  1.23  4.23
H  -3.37  2.54  -1.59
H  -1.06  -0.19  4.30
H  4.48  1.74  0.43
H  -1.51  -3.91  1.87
H  -1.50  -0.05  -5.78
H  3.43  2.32  1.73
H  -1.66  1.36  4.89
H  0.46  2.51  -2.45
H  3.59  0.59  1.44
H  -2.18  1.51  -6.27
H  -2.17  -1.32  -2.53
H  2.97  3.05  -1.57
H  -3.35  2.48  3.01
H  -0.50  -4.79  0.73
H  -0.47  1.37  -5.81

Computed properties:
* orbital gap (alpha / beta): 8.4 / 5.4 eV
* 2S+1: 4
* LUMO (alpha / beta): -0.279 / -3.498 eV
* electronic energy: -3651.3293 Eh


# C4H7NO

A cluster of 2 separate species, C4H7NO in total (the ωB97M-V functional and the def2-TZVPD basis, the Open Molecules 2025 dataset).

CARTESIAN COORDINATES (ANGSTROEM)
O  -1.48  -2.65  0.03
N  1.27  0.07  -0.86
C  -0.45  -3.32  0.13
C  -1.73  -1.26  0.14
C  1.33  1.18  -0.49
C  1.45  2.55  0.02
H  -1.12  -0.90  1.04
H  2.33  2.76  0.66
H  0.44  2.88  0.36
H  -2.75  -0.91  0.34
H  0.55  -2.84  0.28
H  1.59  3.20  -0.87
H  -1.42  -0.75  -0.79

Computed properties:
* orbital gap: 7.7 eV
* LUMO: 0.457 eV
* electronic energy: -286.4357 Eh


# C44H44N5O4P2Ti

A structure of composition C44H44N5O4P2Ti (the ωB97M-V functional and the def2-TZVPD basis, the Open Molecules 2025 dataset).

CARTESIAN COORDINATES (ANGSTROEM)
Ti  -0.08  0.65  1.06
P  2.26  -0.28  0.70
P  -0.40  1.17  -1.94
O  -3.12  3.37  0.38
O  -0.92  -1.00  0.87
O  -1.73  1.71  0.47
O  0.48  0.53  2.76
N  -2.41  0.34  2.83
N  1.13  2.12  0.32
N  -3.82  -0.12  0.36
N  -2.11  -1.00  2.89
N  -3.97  1.26  0.34
C  -1.54  -1.59  1.91
C  0.59  1.03  -3.47
C  0.95  0.13  -5.68
C  -2.24  -3.81  2.83
C  -2.22  -5.19  2.79
C  4.09  0.18  -1.40
C  0.17  0.23  -4.53
C  2.15  0.82  -5.78
C  -4.69  0.53  -3.51
C  -2.10  0.97  -2.56
C  -0.81  -5.13  0.85
C  -2.64  -0.31  -2.58
C  3.09  1.16  1.47
C  4.48  -3.41  2.08
C  2.43  2.31  0.78
C  2.96  3.44  0.22
C  2.57  1.61  -4.72
C  0.90  3.12  -0.62
C  3.60  -4.05  2.95
C  1.91  -2.41  2.46
C  2.82  -1.64  -3.07
C  -2.53  2.52  3.77
C  2.79  -1.77  1.58
C  -0.82  -3.75  0.89
C  -2.87  2.03  -3.04
C  1.60  0.32  4.88
C  -3.93  -0.53  -3.06
C  2.32  -3.56  3.13
C  2.30  -1.37  -1.81
C  -0.25  2.99  -1.57
C  -1.53  -3.08  1.88
C  3.98  -1.01  -3.48
C  -0.86  0.82  4.64
C  1.81  1.70  -3.56
C  4.07  -2.28  1.40
C  -2.91  2.07  0.41
C  -4.16  1.82  -3.50
C  -1.97  1.13  3.73
C  -4.44  3.91  0.28
C  4.61  -0.10  -2.65
C  2.94  -0.47  -0.96
C  0.34  0.56  4.12
C  1.98  3.96  -0.67
C  -1.51  -5.86  1.81
H  2.90  1.10  2.54
H  0.92  -2.02  2.61
H  2.07  4.81  -1.32
H  2.04  -0.63  4.59
H  -2.46  3.03  -3.07
H  -0.27  -3.17  0.15
H  3.91  -4.94  3.47
H  4.17  1.16  1.32
H  3.51  2.15  -4.78
H  2.74  0.75  -6.68
H  1.39  0.31  5.95
H  -0.77  -0.30  -4.48
H  2.31  -2.34  -3.72
H  4.39  -1.22  -4.46
H  -4.75  2.65  -3.87
H  -1.50  -6.94  1.78
H  -4.89  1.67  0.28
H  -4.32  4.99  0.30
H  -0.04  3.55  -2.48
H  -2.80  2.78  4.80
H  3.96  3.83  0.37
H  5.51  0.41  -2.98
H  -5.06  3.59  1.12
H  4.58  0.91  -0.76
H  -4.90  3.62  -0.67
H  2.33  1.10  4.68
H  -3.41  2.60  3.14
H  5.47  -3.81  1.93
H  -2.06  -1.14  -2.20
H  -2.79  -3.28  3.60
H  2.16  2.31  -2.74
H  -0.97  0.93  5.71
H  1.62  -4.06  3.80
H  -4.33  -1.54  -3.09
H  -4.22  -0.51  -0.48
H  4.75  -1.80  0.70
H  -1.78  3.25  3.45
H  -5.69  0.36  -3.89
H  0.61  -0.49  -6.50
H  1.39  -1.87  -1.48
H  -2.77  -5.76  3.54
H  -1.19  3.34  -1.15
H  -0.25  -5.65  0.08
H  -4.26  -0.50  1.20

Computed properties:
* orbital gap: 7.0 eV
* net charge: +1
* LUMO: -2.850 eV
* electronic energy: -3809.9029 Eh


# C4H7N3O

An isolated molecule of C4H7N3O (the ωB97M-V functional and the def2-TZVPD basis, the Open Molecules 2025 dataset).

CARTESIAN COORDINATES (ANGSTROEM)
O  -0.80  2.87  -1.46
N  0.63  -0.68  0.63
N  0.29  1.49  0.24
N  0.29  -1.99  0.80
C  -1.29  0.11  -0.82
C  -0.14  0.24  0.11
C  1.08  -2.83  1.27
C  0.13  2.67  -0.78
H  -2.57  0.33  -0.55
H  1.09  1.29  0.94
H  1.88  -2.87  2.18
H  0.81  3.57  -0.61
H  -0.87  0.65  -1.75
H  -1.21  -1.06  -1.34
H  0.69  -3.79  1.14

Computed properties:
* orbital gap: 8.5 eV
* LUMO: 0.212 eV
* electronic energy: -395.9421 Eh
* SMILES: C=N/N=C(\C)NC=O


Relative energy (zero: lowest compared OMol25 entry of this formula, charge and spin) / kJ/mol: 28.7; 514.4; 160.8; 541.5